No. 1
C2H3N3O3 in the gas phase in a non-equilibrium geometry. Source: the Open Molecules 2025 dataset; level of theory: ωB97M-V/def2-TZVPD.

* SMILES: [H]/N=c1/oc(=O)on1N
* molecular weight: 117.06 g mol⁻¹
* orbital gap: 10.58 eV
* energy: -12732.7973 eV
* E_HOMO: -10.27 eV
* relative energy (zero: lowest compared OMol25 entry of this formula, charge and spin): 26.8 kcal per mole

The geometry in ORCA input format:
```
! wB97M-V def2-TZVPD RIJCOSX def2/J DEFGRID3
* xyz 0 1
H 1.669 -0.919 1.379
N 1.369 -1.439 0.510
C 0.648 -0.622 -0.183
O 0.158 -1.034 -1.421
C -0.853 -0.207 -1.788
O -1.587 -0.326 -2.706
O -0.806 0.936 -1.043
N 0.171 0.670 0.111
N -0.229 0.944 1.319
H -0.708 0.273 2.005
H 0.167 1.723 1.816
*
```

---

No. 2
A molecular structure, C45H36BBiF2NO8P2S in a non-equilibrium geometry. Source: the Open Molecules 2025 dataset; level of theory: ωB97M-V/def2-TZVPD.

* molecular weight: 1070.59 g mol⁻¹
* orbital gap: 7.53 eV
* energy: -106487.7320 eV
* E_HOMO: -5.21 eV
* relative energy (zero: lowest compared OMol25 entry of this formula, charge and spin): 30.8 kcal per mole

The geometry in ORCA input format:
```
! wB97M-V def2-TZVPD RIJCOSX def2/J DEFGRID3
* xyz -1 1
Bi 0.464 -0.568 -1.458
O -1.611 -0.488 -2.869
N -2.164 0.701 -2.511
C -3.414 0.673 -1.986
C -4.079 1.865 -1.891
C -3.449 3.139 -2.129
C -2.088 3.102 -2.362
C -1.435 1.884 -2.622
S 0.209 1.845 -3.060
H -3.664 -0.418 -1.841
H -5.050 1.788 -1.379
H -3.971 4.044 -2.172
H -1.473 3.941 -2.458
O 3.211 -2.892 1.246
C 2.675 -2.002 0.592
O 1.919 -2.164 -0.406
C 3.070 -0.563 0.882
P 3.090 0.454 -0.616
C 4.630 -0.059 -1.429
C 5.118 -1.380 -1.242
C 6.319 -1.732 -1.800
C 7.039 -0.897 -2.640
C 6.508 0.343 -2.920
C 5.369 0.801 -2.257
C 3.573 2.175 -0.065
C 2.956 3.260 -0.604
C 3.329 4.519 -0.112
C 4.303 4.690 0.826
C 4.880 3.577 1.400
C 4.544 2.296 0.924
H 4.094 -0.549 1.318
H 2.288 -0.128 1.547
H 4.526 -2.042 -0.732
H 6.768 -2.730 -1.676
H 7.912 -1.271 -3.183
H 6.928 1.056 -3.591
H 4.981 1.792 -2.514
H 2.268 3.224 -1.460
H 3.037 5.354 -0.632
H 4.613 5.693 1.072
H 5.643 3.708 2.103
H 5.132 1.444 1.340
O -0.735 -3.013 -1.433
P -1.592 -3.212 -0.197
C -3.384 -3.177 -0.791
C -4.460 -3.424 0.025
C -5.729 -3.432 -0.568
C -5.931 -3.215 -1.925
C -4.836 -2.929 -2.732
C -3.564 -2.976 -2.159
C -1.374 -4.876 0.502
C -1.496 -5.136 1.880
C -1.376 -6.419 2.376
C -1.094 -7.465 1.512
C -0.992 -7.220 0.172
C -1.128 -5.936 -0.385
C -1.463 -2.050 1.089
C -0.248 -2.054 1.809
C -0.085 -1.134 2.842
C -1.061 -0.199 3.096
C -2.286 -0.261 2.495
C -2.508 -1.145 1.465
H -4.301 -3.685 1.054
H -6.657 -3.620 -0.015
H -6.901 -3.431 -2.302
H -5.026 -2.700 -3.797
H -2.685 -2.673 -2.674
H -1.656 -4.320 2.594
H -1.556 -6.667 3.422
H -0.977 -8.501 1.857
H -0.732 -8.115 -0.417
H -1.046 -5.618 -1.446
H 0.515 -2.792 1.581
H 0.789 -1.118 3.478
H -0.854 0.571 3.834
H -3.052 0.491 2.695
H -3.397 -1.039 0.912
F 2.593 -1.188 -3.912
B 1.325 -1.351 -3.511
F 0.556 -2.056 -4.346
O 1.382 1.866 2.446
C 0.484 2.190 1.687
O 0.037 1.536 0.676
C -0.198 3.531 1.891
C 0.467 4.476 2.619
C -0.155 5.785 2.825
C -1.429 5.839 2.427
O -2.280 6.981 2.399
C -3.540 6.468 2.186
O -3.356 5.317 1.317
C -2.142 4.834 1.711
C -1.504 3.667 1.361
H 1.511 4.288 2.882
H 0.378 6.647 3.271
H -4.238 7.126 1.666
H -4.004 6.131 3.153
H -2.000 2.916 0.765
*
```

---

No. 3
A molecular structure, C15H49B2CoNO9 in a non-equilibrium geometry. Source: the Open Molecules 2025 dataset; level of theory: ωB97M-V/def2-TZVPD.

* molecular weight: 468.11 g mol⁻¹
* orbital gap (spin up / spin down): 9.43 / 9.42 eV
* energy: -75237.5141 eV
* E_HOMO (spin up / spin down): -9.57 / -9.56 eV
* relative energy (zero: lowest compared OMol25 entry of this formula, charge and spin): 0.0 kcal per mole
* <S²>: 3.7566

The geometry in ORCA input format:
```
! wB97M-V def2-TZVPD RIJCOSX def2/J DEFGRID3
* xyz 0 4
Co -3.640 -8.463 7.382
B -2.834 -7.304 5.813
H -2.389 -6.911 4.911
H -2.356 -7.093 6.757
H -3.878 -7.054 5.921
H -2.777 -8.379 5.741
B -2.621 -9.758 8.637
H -3.191 -9.119 9.294
H -2.245 -10.555 9.259
H -3.320 -10.168 7.925
H -1.820 -9.230 8.144
C -1.738 -6.491 1.856
C -0.610 -7.117 1.035
O -1.087 -7.503 -0.270
O -2.090 -5.276 1.323
H -1.453 -6.414 2.905
H -2.573 -7.190 1.800
H -0.021 -7.874 1.552
H 0.127 -6.316 0.979
H -0.580 -7.072 -0.962
H -2.919 -5.083 1.767
C -5.479 -3.204 4.734
C -4.841 -4.406 5.197
O -3.527 -4.790 4.666
O -5.749 -3.121 3.387
H -4.810 -2.372 4.953
H -6.473 -3.080 5.164
H -5.458 -5.252 4.894
H -4.897 -4.448 6.285
H -3.287 -5.639 5.045
H -4.916 -3.350 2.969
C -6.675 -7.765 4.589
C -6.993 -6.744 3.439
O -8.047 -7.194 2.648
O -7.547 -7.763 5.752
H -5.689 -7.655 5.041
H -6.539 -8.726 4.093
H -6.060 -6.535 2.915
H -7.277 -5.796 3.896
H -8.781 -7.153 3.265
H -8.438 -7.742 5.396
C -4.614 -11.267 5.054
O -4.888 -10.444 6.081
C -6.027 -10.837 6.841
C -6.066 -9.963 8.118
N -5.621 -8.514 7.958
C -5.937 -7.747 9.271
C -5.259 -6.321 9.231
O -3.931 -6.448 8.680
C -2.969 -5.413 8.868
H -5.440 -11.787 4.568
H -3.966 -12.086 5.367
H -3.904 -10.789 4.381
H -6.044 -11.871 7.186
H -6.896 -10.788 6.186
H -5.547 -10.288 9.020
H -7.087 -9.747 8.433
H -6.286 -8.147 7.292
H -5.539 -8.240 10.158
H -7.025 -7.704 9.209
H -5.134 -6.001 10.265
H -5.862 -5.658 8.612
H -3.303 -4.771 9.683
H -2.983 -4.749 8.004
H -2.015 -5.938 8.920
C -0.032 -4.115 6.379
C 0.379 -4.869 5.250
C 1.799 -4.525 4.926
O 0.193 -6.252 5.571
H -1.040 -4.417 6.665
H -0.017 -3.050 6.143
H 0.611 -4.285 7.242
H -0.247 -4.622 4.393
H 2.219 -5.021 4.051
H 2.480 -4.668 5.765
H 1.828 -3.465 4.675
H -0.698 -6.606 5.606
*
```

---

No. 4
A gas-phase ion, C4H5INO4S (charge -1) in a non-equilibrium geometry. Source: the Open Molecules 2025 dataset; level of theory: ωB97M-V/def2-TZVPD.

* SMILES: C=[S@@]([O-])(I)=NC(=O)CC(=O)O
* molecular weight: 290.06 g mol⁻¹
* orbital gap (spin up / spin down): 7.62 / 7.62 eV
* energy: -32843.7769 eV
* E_HOMO (spin up / spin down): -5.21 / -5.21 eV
* relative energy (zero: lowest compared OMol25 entry of this formula, charge and spin): 50.5 kcal per mole

The geometry in ORCA input format:
```
! wB97M-V def2-TZVPD RIJCOSX def2/J DEFGRID3
* xyz -1 1
C 1.411 1.283 2.036
S 1.735 0.318 0.699
O 2.958 0.865 -0.317
I 2.457 -1.950 1.138
N 0.509 0.114 -0.284
C -0.636 -0.342 0.308
O -0.635 -0.790 1.440
C -1.867 -0.160 -0.574
C -1.680 -0.589 -2.018
O -2.518 -1.072 -2.729
O -0.453 -0.383 -2.542
H 2.398 1.870 2.321
H 1.228 0.747 2.912
H -2.901 -0.636 -0.211
H -2.056 0.832 -0.534
H 0.050 -0.108 -1.647
*
```

---

No. 5
A molecular structure, C24H43As3IrN3O in a non-equilibrium geometry. Source: the Open Molecules 2025 dataset; level of theory: ωB97M-V/def2-TZVPD.

* molecular weight: 806.61 g mol⁻¹
* orbital gap (spin up / spin down): 4.18 / 6.56 eV
* energy: -217447.0539 eV
* E_HOMO (spin up / spin down): -3.94 / -7.20 eV
* <S²>: 6.0375

The geometry in ORCA input format:
```
! wB97M-V def2-TZVPD RIJCOSX def2/J DEFGRID3
* xyz 0 5
Ir 0.000 0.000 0.000
C -0.779 3.344 -2.968
As -0.306 2.101 -1.503
C 1.280 1.396 -2.438
C 0.722 3.436 -0.388
C -0.059 4.206 0.727
C -1.417 4.691 0.172
C -0.304 3.347 2.005
As -0.969 1.517 1.748
C -2.912 1.863 1.834
C -0.843 0.984 3.643
C 0.721 5.497 1.159
As 2.639 5.567 1.806
C 3.629 5.088 0.166
C 3.007 3.871 2.756
H 0.108 3.930 -3.281
H -1.579 4.038 -2.640
H -1.150 2.760 -3.834
H 1.919 2.226 -2.804
H 0.954 0.774 -3.297
H 1.865 0.767 -1.736
H 1.135 4.161 -1.119
H 1.563 2.898 0.089
H -2.054 3.851 -0.156
H -1.265 5.364 -0.698
H -1.981 5.257 0.945
H -0.935 3.885 2.745
H 0.649 3.161 2.495
H -3.153 2.517 2.696
H -3.438 0.893 1.955
H -3.271 2.332 0.899
H -1.343 1.731 4.293
H 0.226 0.903 3.931
H -1.329 -0.005 3.775
H 0.133 5.982 1.970
H 0.719 6.211 0.309
H 3.434 5.853 -0.612
H 3.367 4.088 -0.213
H 4.713 5.084 0.406
H 2.420 3.827 3.698
H 4.083 3.843 3.024
H 2.802 2.994 2.111
N 0.033 -3.243 1.046
C -1.168 -2.526 1.263
C -2.199 -3.195 1.931
C -3.398 -2.536 2.200
C -3.543 -1.214 1.809
C -2.476 -0.612 1.170
N -1.310 -1.237 0.901
C 1.210 -2.776 0.412
C 2.284 -3.667 0.325
C 3.481 -3.260 -0.263
C 3.589 -1.965 -0.745
C 2.493 -1.135 -0.609
N 1.327 -1.514 -0.043
H -0.196 -4.155 0.674
H -2.070 -4.223 2.252
H -4.203 -3.049 2.718
H -4.457 -0.665 2.003
H -2.525 0.423 0.846
H 2.199 -4.672 0.723
H 4.319 -3.947 -0.334
H 4.503 -1.608 -1.205
H 2.518 -0.108 -0.959
C -2.638 -0.252 -2.708
O -1.255 -0.017 -2.630
C -0.728 -0.971 -1.747
C 0.396 -1.741 -2.417
H -3.079 0.492 -3.404
H -3.130 -0.107 -1.720
H -2.854 -1.261 -3.129
H 0.012 -2.258 -3.321
H 0.795 -2.494 -1.707
H 1.211 -1.044 -2.705
H 1.448 0.828 0.437
*
```

---

No. 6
2 unconnected molecules or ions with the total composition C2H7NO3. Source: the Open Molecules 2025 dataset; level of theory: ωB97M-V/def2-TZVPD.

* SMILES: O=CO.NCO
* molecular weight: 93.08 g mol⁻¹
* orbital gap: 10.25 eV
* energy: -9819.6486 eV
* E_HOMO: -9.64 eV
* relative energy (zero: lowest compared OMol25 entry of this formula, charge and spin): 30.3 kcal per mole

The geometry in ORCA input format:
```
! wB97M-V def2-TZVPD RIJCOSX def2/J DEFGRID3
* xyz 0 1
O 0.934 2.737 -1.578
C 2.018 2.319 -1.291
O 2.656 2.615 -0.138
H 2.561 1.681 -2.007
H 3.481 2.106 -0.129
N -2.444 -1.826 0.592
C -1.119 -1.441 0.206
O -0.444 -0.555 1.089
H -2.524 -2.432 1.392
H -3.050 -1.026 0.639
H -0.522 -2.322 -0.008
H -1.195 -0.892 -0.723
H -0.353 -0.964 1.955
*
```

---

No. 7
A molecular structure, C20H24N4PtS. Source: the Open Molecules 2025 dataset; level of theory: ωB97M-V/def2-TZVPD.

* molecular weight: 547.59 g mol⁻¹
* orbital gap: 6.29 eV
* energy: -41155.2762 eV
* E_HOMO: -15.21 eV
* relative energy (zero: lowest compared OMol25 entry of this formula, charge and spin): 49.2 kcal per mole

The geometry in ORCA input format:
```
! wB97M-V def2-TZVPD RIJCOSX def2/J DEFGRID3
* xyz 2 1
Pt -0.068 0.150 0.503
S 3.126 -0.112 -6.270
N 1.786 0.634 -5.795
C 1.620 0.346 -4.515
C 0.516 0.791 -3.687
C -0.561 1.551 -4.148
C -1.572 1.874 -3.271
C -1.505 1.433 -1.954
N -0.481 0.708 -1.503
C 0.530 0.398 -2.352
C 1.606 -0.417 -1.805
N 1.539 -0.712 -0.487
C 2.407 -1.573 0.041
C 3.429 -2.137 -0.713
C 3.562 -1.787 -2.040
C 2.629 -0.912 -2.609
C 2.635 -0.493 -3.996
N 3.548 -0.825 -4.894
H -0.581 1.870 -5.183
H -2.424 2.458 -3.586
H -2.287 1.669 -1.257
H 2.298 -1.806 1.090
H 4.112 -2.827 -0.240
H 4.360 -2.183 -2.655
C -0.266 -0.594 4.099
C 0.845 -0.920 3.107
C 2.131 -1.270 3.882
C 1.150 0.244 2.158
H -0.547 -1.488 4.654
H -1.175 -0.208 3.632
H 0.082 0.149 4.818
H 0.558 -1.809 2.528
H 2.506 -0.390 4.405
H 2.926 -1.644 3.234
H 1.913 -2.039 4.622
H 2.182 0.282 1.822
H 0.885 1.225 2.565
C -3.285 2.201 0.982
C -3.263 0.686 0.776
C -4.362 -0.018 1.588
C -1.942 0.059 1.088
H -4.223 2.628 0.632
H -2.468 2.714 0.471
H -3.201 2.430 2.047
H -3.450 0.441 -0.283
H -4.226 0.159 2.655
H -4.370 -1.092 1.408
H -5.332 0.384 1.302
H -2.006 -0.989 1.376
H -1.290 0.763 1.757
*
```

---

No. 8
6 unconnected molecules or ions with the total composition C33H39F15NO12 in a non-equilibrium geometry. Source: the Open Molecules 2025 dataset; level of theory: ωB97M-V/def2-TZVPD.

* molecular weight: 926.64 g mol⁻¹
* orbital gap: 7.43 eV
* energy: -101665.5647 eV
* E_HOMO: -12.38 eV

The geometry in ORCA input format:
```
! wB97M-V def2-TZVPD RIJCOSX def2/J DEFGRID3
* xyz 1 1
C -0.608 -2.375 0.981
C -1.116 -3.387 0.527
C -2.054 -4.599 0.160
C -1.243 -5.668 -0.679
C 0.003 -6.318 0.080
C 1.341 -5.907 -0.680
C 1.485 -6.221 -2.143
N 2.610 -5.881 -2.888
C 3.681 -5.205 -2.270
C 3.671 -4.845 -0.843
C 4.833 -4.076 -0.120
C 4.560 -2.745 0.163
C 2.478 -5.210 0.034
C 2.479 -4.866 1.561
O 1.693 -4.157 2.124
O 3.477 -5.473 2.361
H -0.019 -1.699 1.655
H -2.587 -5.009 1.063
H -2.870 -4.205 -0.530
H -1.973 -6.494 -0.949
H -0.937 -5.200 -1.663
H -0.079 -7.443 -0.088
H 0.064 -6.088 1.178
H 0.663 -6.769 -2.690
H 2.628 -6.130 -3.885
H 4.549 -4.955 -2.939
H 5.804 -4.542 0.188
H 3.469 -2.457 0.282
H 5.366 -1.966 0.213
H 3.555 -6.412 2.093
C -1.497 -7.757 -8.441
C -0.760 -7.606 -7.126
O -1.595 -6.964 -6.145
C -2.459 -7.763 -5.495
O -2.569 -8.940 -5.685
C -3.245 -6.963 -4.456
F -3.677 -5.782 -4.932
F -2.491 -6.684 -3.363
F -4.328 -7.614 -4.016
H -1.874 -6.790 -8.782
H -0.839 -8.170 -9.206
H -2.360 -8.417 -8.334
H 0.110 -6.962 -7.264
H -0.395 -8.567 -6.757
C -0.141 -0.538 5.441
C -1.562 -0.150 5.086
O -1.756 1.264 5.249
C -1.357 2.030 4.223
O -0.860 1.610 3.214
C -1.664 3.500 4.505
F -1.338 3.864 5.759
F -2.975 3.773 4.357
F -1.002 4.330 3.681
H 0.111 -0.195 6.447
H -0.014 -1.621 5.394
H 0.575 -0.076 4.758
H -2.258 -0.642 5.768
H -1.826 -0.465 4.074
C 1.175 0.198 -4.687
C 1.719 -0.193 -3.328
O 2.876 -1.038 -3.468
C 4.044 -0.407 -3.682
O 4.169 0.780 -3.764
C 5.188 -1.418 -3.760
F 4.876 -2.498 -4.511
F 5.521 -1.887 -2.538
F 6.301 -0.899 -4.289
H 0.972 -0.690 -5.290
H 0.253 0.772 -4.582
H 1.896 0.802 -5.241
H 0.971 -0.775 -2.786
H 1.949 0.683 -2.719
C 0.151 6.202 1.923
C -0.390 7.532 1.440
O 0.590 8.569 1.613
C 1.519 8.669 0.650
O 1.576 7.959 -0.315
C 2.460 9.839 0.938
F 2.844 9.883 2.229
F 1.876 11.023 0.668
F 3.583 9.786 0.205
H 0.498 6.282 2.956
H -0.616 5.433 1.867
H 1.007 5.884 1.323
H -1.256 7.814 2.040
H -0.721 7.478 0.401
C -2.102 9.858 5.257
C -3.233 9.116 5.937
O -4.481 9.378 5.274
C -4.731 8.632 4.184
O -3.993 7.790 3.749
C -6.105 8.978 3.609
F -6.321 10.306 3.561
F -7.099 8.451 4.351
F -6.268 8.517 2.360
H -2.322 10.926 5.193
H -1.167 9.723 5.804
H -1.960 9.500 4.235
H -3.342 9.472 6.963
H -3.039 8.043 5.988
*
```

---

No. 9
2 unconnected molecules or ions with the total composition C7H9N in a non-equilibrium geometry. Source: the Open Molecules 2025 dataset; level of theory: ωB97M-V/def2-TZVPD.

* SMILES: c1ccncc1.C=C
* molecular weight: 107.16 g mol⁻¹
* orbital gap: 10.35 eV
* energy: -8892.2505 eV
* E_HOMO: -9.65 eV
* relative energy (zero: lowest compared OMol25 entry of this formula, charge and spin): 67.0 kcal per mole

The geometry in ORCA input format:
```
! wB97M-V def2-TZVPD RIJCOSX def2/J DEFGRID3
* xyz 0 1
C 0.554 1.287 2.103
C -0.461 1.976 1.339
C -0.274 2.199 -0.012
N 0.691 1.579 -0.714
C 1.682 0.908 -0.054
C 1.598 0.591 1.292
H 0.583 1.171 3.311
H -1.381 2.418 1.907
H -1.080 2.792 -0.364
H 2.423 0.362 -0.723
H 2.401 0.145 1.852
C -1.045 -4.050 -1.774
C -2.238 -3.423 -1.871
H -0.262 -3.856 -2.478
H -1.104 -4.872 -1.042
H -2.324 -2.658 -2.566
H -2.992 -3.478 -1.035
*
```

---

No. 10
A molecular structure, C3H4N in a non-equilibrium geometry. Source: the Open Molecules 2025 dataset; level of theory: ωB97M-V/def2-TZVPD.

* molecular weight: 54.07 g mol⁻¹
* orbital gap (spin up / spin down): 8.51 / 8.51 eV
* energy: -4651.8487 eV
* E_HOMO (spin up / spin down): -15.59 / -15.59 eV
* relative energy (zero: lowest compared OMol25 entry of this formula, charge and spin): 95.2 kcal per mole

The geometry in ORCA input format:
```
! wB97M-V def2-TZVPD RIJCOSX def2/J DEFGRID3
* xyz 1 1
C 2.175 0.065 0.200
C 3.316 0.613 0.060
C 1.111 -0.657 -0.184
N -0.159 -0.087 0.178
H 1.185 -1.819 -0.890
H -0.876 -0.089 -0.573
H 0.120 0.917 0.344
H -0.711 -0.348 1.057
*
```